(i)
2 unconnected molecules or ions with the total composition C2H4S3, computed with the ωB97M-V functional and the def2-TZVPD basis.

ORCA input file:
```
! RIJCOSX wB97M-V def2-TZVPD def2/J DEFGRID3
* xyz 0 1
C -1.5395 0.5138 -0.0898
C 1.1104 0.1743 0.4553
S -1.6259 2.0624 -0.0236
S -3.7419 -1.1426 0.2263
S -0.4790 -0.7344 -0.0749
H 0.8916 1.1795 0.8364
H 1.8130 0.3279 -0.3908
H 1.7448 -0.2674 1.1347
H -4.0726 -1.4165 1.4897
*
```

Calculated values
Lowest unoccupied orbital energy (alpha / beta): -1.2 / -1.6 eV
Frontier orbital gap (alpha / beta): 0.28446 / 0.23776 Eh

---

(ii)
2 unconnected molecules or ions with the total composition C2H4S3, computed with the ωB97M-V functional and the def2-TZVPD basis.

ORCA input file:
```
! RIJCOSX wB97M-V def2-TZVPD def2/J DEFGRID3
* xyz 0 1
C 0.2396 0.0803 1.2180
C 0.0039 -0.4662 -1.7220
S 1.2013 1.5746 1.1321
S 1.7356 -0.2933 1.9600
S -1.3185 -0.1068 1.8487
H -0.9569 -0.0418 -1.5856
H 0.2901 -1.5528 -1.4916
H 0.8403 0.2361 -2.1298
H -2.0353 0.5698 0.7701
*
```

Calculated values
Lowest unoccupied orbital energy: -1.4 eV
Frontier orbital gap: 0.20583 Eh

---

(iii)
C2H4S3 in the gas phase, computed with the ωB97M-V functional and the def2-TZVPD basis.

ORCA input file:
```
! RIJCOSX wB97M-V def2-TZVPD def2/J DEFGRID3
* xyz 0 1
C 0.7592 0.5827 0.1108
C -0.5348 -0.1490 -0.0520
S -0.4430 -1.9360 -0.0157
S -1.8084 0.6157 -1.0570
S -2.0439 0.5511 0.9985
H 1.2933 0.5956 -0.8403
H 1.3773 0.1031 0.8652
H 0.5801 1.6092 0.4193
H 0.8201 -1.9725 -0.4287
*
```

Calculated values
SMILES: CC1(S)SS1
Lowest unoccupied orbital energy: 0.1 eV
Frontier orbital gap: 0.30655 Eh

---

The structure with the most favorable energy is (iii); the runner-up is 2.441 eV above it.

---

(i)
CH3BrOS in the gas phase, computed with the ωB97M-V functional and the def2-TZVPD basis.

ORCA input file:
```
! RIJCOSX wB97M-V def2-TZVPD def2/J DEFGRID3
* xyz 0 1
C -0.0092 0.1893 0.7828
O -1.3134 0.0033 -1.5356
S -0.4509 -0.7831 -0.7511
Br 1.6110 -0.5837 -1.3897
H 0.9899 0.0013 1.0383
H -0.7945 0.0376 1.4875
H -0.0329 1.1352 0.3678
*
```

Calculated values
Lowest unoccupied orbital energy: 0.2 eV
Frontier orbital gap: 0.36584 Eh

---

(ii)
A molecular structure, CH3BrOS, computed with the ωB97M-V functional and the def2-TZVPD basis.

ORCA input file:
```
! RIJCOSX wB97M-V def2-TZVPD def2/J DEFGRID3
* xyz 0 1
C -0.6335 -0.2951 0.1053
O -1.1660 0.5994 -0.7840
S 1.5516 -1.1679 0.0442
Br 2.7755 0.6173 0.0465
H -1.0130 1.4773 -0.5148
H -0.6123 0.0549 1.1307
H -0.9023 -1.2860 -0.0279
*
```

Calculated values
Lowest unoccupied orbital energy: 0.0 eV
Frontier orbital gap: 0.31652 Eh

---

The structure with the most favorable energy is (i); the runner-up is 0.632 eV above it.

---

(i)
A molecular structure, C5H7N3O4, computed with the ωB97M-V functional and the def2-TZVPD basis.

ORCA input file:
```
! RIJCOSX wB97M-V def2-TZVPD def2/J DEFGRID3
* xyz 0 1
C -2.5140 -0.6754 -0.0848
C 0.8458 -0.4492 -0.6370
C -1.2312 0.8336 -0.2616
C 3.1942 -0.1435 0.0343
C 1.8815 -0.9081 0.2782
N -0.1073 0.2431 -0.1603
N 3.1635 1.1132 0.5693
N -3.7575 -0.5492 0.1636
O -4.2906 0.7634 0.1938
O 4.1595 -0.6751 -0.4585
O -4.5697 -1.4939 0.2162
O -1.6784 1.9628 -0.1672
H -2.0599 -1.6662 -0.3127
H 0.8089 -0.5778 -1.6396
H 1.9891 -1.9033 0.1782
H 1.6873 -0.7916 1.2546
H 2.3892 1.6857 0.2258
H 3.9339 1.7220 0.7754
H -3.8444 1.5098 -0.1677
*
```

Calculated values
Lowest unoccupied orbital energy: -0.9 eV
Frontier orbital gap: 0.30173 Eh

---

(ii)
C5H7N3O4 in the gas phase, computed with the ωB97M-V functional and the def2-TZVPD basis.

ORCA input file:
```
! RIJCOSX wB97M-V def2-TZVPD def2/J DEFGRID3
* xyz 0 1
C -1.6325 -0.2054 -0.2789
C -3.7573 0.4374 0.0457
C 0.7090 -0.7737 -0.0588
C 0.7405 -2.2619 0.0665
C 3.1287 1.8621 0.3330
N -2.2317 -1.1531 0.3058
N -2.5223 0.8105 -0.5663
N 1.9106 1.1783 -0.2096
O -4.8450 0.9099 0.0330
O -0.3740 -0.2155 -0.6947
O -3.5114 -0.7876 0.4839
O 1.7562 -0.1147 0.0130
H 0.8532 -2.5736 -0.9871
H 1.6191 -2.5607 0.5976
H -0.2602 -2.5933 0.3490
H 3.0462 2.9666 0.2866
H 3.5923 1.5341 1.3089
H 4.0365 1.7557 -0.3757
H -2.2577 1.7850 -0.6517
*
```

Calculated values
Lowest unoccupied orbital energy (alpha / beta): 0.1 / 0.2 eV
Frontier orbital gap (alpha / beta): 0.28513 / 0.30927 Eh

---

The structure with the most favorable energy is (ii); the runner-up is 0.486 eV above it.

---

(i)
2 unconnected molecules or ions with the total composition C6H16N2O, computed with the ωB97M-V functional and the def2-TZVPD basis.

ORCA input file:
```
! RIJCOSX wB97M-V def2-TZVPD def2/J DEFGRID3
* xyz 0 1
C -1.3893 -2.0757 1.8282
C -0.4281 -1.0661 1.9474
C 0.9272 -1.2778 1.5763
C 1.1845 -0.5100 0.2319
C 0.2461 -0.9078 -0.9398
N 0.1824 0.1581 -1.9103
C -1.1333 0.9001 -1.7980
N -1.1905 2.1047 -0.9526
H -1.1284 -3.0255 1.4412
H -2.3801 -1.7661 2.0165
H -0.6928 -0.0932 2.4040
H 0.9631 -2.3271 1.3713
H 1.7421 -1.0339 2.3302
H 2.1712 -0.9686 -0.1095
H 1.5306 0.4640 0.5116
H 0.8730 -1.7807 -1.4511
H -0.6567 -1.4584 -0.5020
H 1.0512 0.7314 -1.9197
H -1.8777 0.0344 -1.6585
H -1.2774 1.4083 -2.8046
H -1.5599 1.8560 0.0311
H -1.7080 2.8459 -1.3628
O 1.7777 2.4114 -0.3444
H 1.9216 2.9058 0.5201
H 0.8515 2.4712 -0.4565
*
```

Calculated values
SMILES: C=CCCCNCN.O
Lowest unoccupied orbital energy: 0.8 eV
Frontier orbital gap: 0.33914 Eh

---

(ii)
3 unconnected molecules or ions with the total composition C6H16N2O, computed with the ωB97M-V functional and the def2-TZVPD basis.

ORCA input file:
```
! RIJCOSX wB97M-V def2-TZVPD def2/J DEFGRID3
* xyz 0 1
C -1.4600 0.2020 -1.1468
C -1.2067 0.0257 1.7148
C -2.9346 0.0427 -1.3895
C -0.6100 -1.3654 1.8098
O -0.8193 -0.8889 -1.5411
H 0.1588 -0.7743 -1.4124
H -1.2696 0.3630 0.5991
H -2.2112 0.0528 2.1197
H -0.5801 0.7701 2.1970
H -3.2452 -0.9917 -1.5507
H -3.4911 0.4747 -0.5601
H -3.1754 0.6324 -2.2767
H -0.5704 -1.7119 2.8415
H 0.4052 -1.3803 1.4106
H -1.1951 -2.0753 1.2265
C 2.4712 0.2407 -0.3125
N 1.9168 -0.3759 -1.5152
C 1.6884 1.4718 0.0750
N 2.0499 2.3785 0.8625
H 2.4119 -1.2324 -1.7420
H 2.0094 0.2546 -2.3059
H 3.0039 2.2777 1.2136
H 2.3904 -0.4864 0.5040
H 3.5381 0.5010 -0.4057
H 0.7246 1.5949 -0.4154
*
```

Calculated values
Lowest unoccupied orbital energy: 0.7 eV
Frontier orbital gap: 0.30726 Eh

---

(iii)
A molecular structure, C6H16N2O, computed with the ωB97M-V functional and the def2-TZVPD basis.

ORCA input file:
```
! RIJCOSX wB97M-V def2-TZVPD def2/J DEFGRID3
* xyz 0 1
C 1.9230 -1.6131 0.6478
C 0.0583 -0.0188 1.4426
C 2.5373 -1.8210 2.0040
O 1.2527 -2.4977 0.0869
H 0.0621 -1.7820 -0.8531
H 2.3507 -0.7923 0.0569
H 2.6851 -0.8610 2.5050
H 0.5973 0.9008 1.6604
H 0.2079 -0.8145 2.1668
H -1.0140 0.1487 1.5629
H 3.5169 -2.2820 1.8639
H 1.9286 -2.4866 2.6147
C -0.9054 1.3377 -0.7854
C -2.4252 1.1606 -0.7328
C -0.4520 1.8981 -2.1383
N -0.1091 0.1325 -0.5270
N -0.5814 -0.9787 -1.0785
H -0.6042 2.0419 -0.0051
H -1.5717 -1.1775 -0.9118
H -0.7029 1.1978 -2.9345
H -2.7900 0.5554 -1.5643
H -2.7498 0.7101 0.2066
H -2.8980 2.1390 -0.8157
H 0.6259 2.0496 -2.1441
H -0.9422 2.8530 -2.3279
*
```

Calculated values
Lowest unoccupied orbital energy: 0.9 eV
Frontier orbital gap: 0.30652 Eh

---

The structure with the most favorable energy is (i); the runner-up is 0.400 eV above it.

---

(i)
A gas-phase ion, C8H14N4 (charge +2), computed with the ωB97M-V functional and the def2-TZVPD basis.

ORCA input file:
```
! RIJCOSX wB97M-V def2-TZVPD def2/J DEFGRID3
* xyz 2 1
C 3.0815 1.4664 2.7727
N 2.5422 1.6626 1.6524
C 2.2270 1.3865 0.5328
C 1.7606 1.7141 -0.7022
N 2.6589 1.8763 -1.6691
N 0.4991 1.8629 -1.0327
C -0.3553 1.0189 -1.3130
C -0.2197 -0.5382 -1.2623
C -1.2109 -1.1077 -0.2867
C -1.2866 -0.3430 1.0376
N -2.0843 -2.0148 -0.6918
C -3.0929 -2.5298 0.1718
H 4.1864 1.6276 2.7629
H 2.4608 1.2093 3.6472
H 3.6720 1.8140 -1.6868
H 2.2935 1.9959 -2.6264
H -1.2898 1.5620 -1.5389
H -0.6122 -0.9766 -2.1712
H 0.8398 -0.8176 -1.0919
H -0.3454 0.2027 1.3544
H -1.7504 -0.9484 1.8060
H -1.9826 0.5300 0.8466
H -1.9252 -2.5803 -1.5218
H -2.8553 -3.6025 0.2973
H -3.1805 -1.9291 1.0323
H -4.0307 -2.5412 -0.3192
*
```

Calculated values
SMILES: C=[N+]=C=C(N)/N=C\C/C(C)=[NH+]/C
Lowest unoccupied orbital energy: -7.9 eV
Frontier orbital gap: 0.28927 Eh

---

(ii)
A gas-phase ion, C8H14N4 (charge +2), computed with the ωB97M-V functional and the def2-TZVPD basis.

ORCA input file:
```
! RIJCOSX wB97M-V def2-TZVPD def2/J DEFGRID3
* xyz 2 1
C 1.3358 -3.1346 0.6916
N 1.3497 -1.9607 0.2708
C 1.2510 -0.8483 -0.1789
C 1.8809 0.3577 -0.4422
N 2.3365 0.6952 -1.6429
N 1.9510 1.2467 0.5634
C 1.1198 1.6807 1.3930
C -0.3700 1.4535 1.4123
C -0.9752 0.6957 0.2806
C -0.9671 1.2883 -1.0691
N -1.6966 -0.3533 0.5198
C -2.4664 -1.0683 -0.4627
H 1.5545 -3.9551 0.0229
H 1.1591 -3.3462 1.7359
H 2.5214 0.0083 -2.3590
H 2.7557 1.6088 -1.7556
H 1.5112 2.2963 2.1954
H -0.5933 0.9931 2.3824
H -0.8332 2.4500 1.4330
H -1.9876 1.5999 -1.3195
H -0.6920 0.5706 -1.8421
H -0.3298 2.1649 -1.1330
H -1.7818 -0.6906 1.4764
H -3.2939 -0.4490 -0.8204
H -1.8587 -1.3318 -1.3276
H -2.8811 -1.9718 -0.0245
*
```

Calculated values
SMILES: C=[N+]=C=C(N)/N=C\C/C(C)=[NH+]/C
Lowest unoccupied orbital energy: -8.0 eV
Frontier orbital gap: 0.31290 Eh

---

The structure with the most favorable energy is (ii); the runner-up is 1.108 eV above it.

---

(i)
2 unconnected molecules or ions with the total composition C9H14, computed with the ωB97M-V functional and the def2-TZVPD basis.

ORCA input file:
```
! RIJCOSX wB97M-V def2-TZVPD def2/J DEFGRID3
* xyz -1 2
C -2.8820 -0.8958 0.6206
C -1.8391 0.2517 0.8185
H -2.6759 -1.3855 -0.3283
H -2.7991 -1.5621 1.4801
H -3.8992 -0.5034 0.6876
H -2.1693 0.7318 1.7392
H -1.9878 0.9951 0.0360
H -0.8585 -0.1927 0.7793
C 0.3690 1.9301 -1.3419
C 1.3402 0.7842 0.6967
C 0.9554 0.7175 -0.7066
C 2.0265 -0.3103 1.2143
C 1.0165 -0.5081 -1.3670
C 2.3427 -1.4256 0.4398
C 1.8020 -1.5536 -0.8899
H 1.1703 1.6745 1.2710
H 2.4360 -0.2007 2.2144
H -0.2002 2.5142 -0.6429
H -0.4079 1.7532 -2.1015
H 0.5857 -0.6355 -2.3615
H 2.7760 -2.3080 0.9023
H 1.8030 -2.5127 -1.4000
H 1.0958 2.6417 -1.7601
*
```

Calculated values
⟨S²⟩: 0.7613
Lowest unoccupied orbital energy (alpha / beta): 4.0 / 3.9 eV
Frontier orbital gap (alpha / beta): 0.11587 / 0.26210 Eh

---

(ii)
2 unconnected molecules or ions with the total composition C9H14, computed with the ωB97M-V functional and the def2-TZVPD basis.

ORCA input file:
```
! RIJCOSX wB97M-V def2-TZVPD def2/J DEFGRID3
* xyz -1 2
C 4.1487 -0.0296 1.2960
C 3.6306 -1.4956 0.9568
H 5.2176 -0.1166 1.1094
H 3.6457 0.7592 0.8360
H 3.8408 0.2512 2.3459
H 4.3067 -2.3803 1.1002
H 3.5074 -1.6485 -0.2116
H 2.6397 -1.4870 1.4795
C -3.4986 -1.2838 -0.8328
C -0.6807 1.9659 -0.3222
C -2.0360 2.1507 -0.1511
C -0.2848 0.7083 -0.7442
C -2.9739 1.0798 -0.1228
C -1.2061 -0.2751 -1.0285
C -2.4779 -0.1080 -0.6931
H 0.0386 2.7772 -0.3423
H -2.5350 3.0624 0.0905
H 0.8424 0.5731 -0.9412
H -3.8940 1.3958 0.4131
H -0.8664 -1.2125 -1.5764
H -2.9331 -2.1504 -0.8712
H -4.0881 -1.1670 -1.7990
H -4.3435 -1.3693 0.0088
*
```

Calculated values
⟨S²⟩: 0.7559
Lowest unoccupied orbital energy (alpha / beta): 3.8 / 3.5 eV
Frontier orbital gap (alpha / beta): 0.09793 / 0.28201 Eh

---

The structure with the most favorable energy is (i); the runner-up is 1.423 eV above it.